{
  "formula": "C5H8O",
  "method": "ωB97M-V/def2-TZVPD",
  "e_above_lowest_kj_mol": 204.0,
  "homo_lumo_gap_ev": 10.5,
  "e_lumo_ev": 0.92,
  "elements": ["H", "H", "H", "H", "H", "H", "O", "C", "C", "C", "C", "H", "H", "C"],
  "coordinates": [[-1.97176, -1.26688, -0.29789], [2.65645, -1.62679, 0.61467], [2.18485, 1.10484, 1.01447], [-3.13965, 0.81476, -0.08174], [-1.92261, 1.71167, -1.01592], [-1.55330, 1.16781, 0.62496], [2.58444, 0.27067, 1.29190], [-0.06831, -0.52761, -0.66413], [-1.52110, -0.43070, -0.84583], [-2.06998, 0.89730, -0.30005], [2.45364, -0.63058, 0.20740], [-1.80372, -0.55793, -1.89774], [3.20498, -0.43576, -0.57232], [1.09518, -0.60254, -0.35435]],
  "atomic_forces_ev_per_a": [[0.0, 0.1, -0.1], [0.0, 0.1, -0.1], [0.1, -0.1, 0.1], [0.2, 0.0, -0.1], [0.0, -0.1, 0.1], [-0.1, -0.1, -0.1], [0.0, 0.3, 0.0], [0.4, 0.0, 0.2], [-0.1, -0.1, 0.0], [0.0, 0.1, 0.0], [0.0, -0.3, -0.2], [0.1, 0.0, 0.2], [-0.2, 0.0, 0.1], [-0.5, 0.0, 0.0]]
}

***

{
  "formula": "C5H8O",
  "method": "ωB97M-V/def2-TZVPD",
  "e_above_lowest_kj_mol": 194.5,
  "homo_lumo_gap_ev": 10.7,
  "e_lumo_ev": 1.10,
  "elements": ["H", "C", "O", "H", "C", "H", "C", "H", "H", "C", "H", "H", "H", "C"],
  "coordinates": [[0.54153, -1.82598, 0.72646], [-1.80379, 0.52498, 0.31087], [-0.39355, -0.76005, -1.30781], [0.76171, -0.42919, 1.83135], [0.49951, 0.32537, -1.07858], [2.13523, 0.74445, 0.24001], [-0.48065, -0.07182, -0.05986], [0.46949, 1.12519, -1.81464], [2.42448, -0.80585, -0.62473], [0.62747, -0.73803, 0.78880], [-1.70878, 1.20419, 1.16370], [-2.19697, 1.09062, -0.54064], [-2.53893, -0.24572, 0.56904], [1.66327, -0.13817, -0.20398]],
  "atomic_forces_ev_per_a": [[0.0, 0.1, 0.2], [0.0, 0.0, 0.0], [0.0, -0.2, -0.2], [-0.2, 0.1, -0.3], [0.1, 0.3, -0.1], [0.1, -0.2, -0.1], [-0.2, 0.0, 0.2], [0.1, -0.1, 0.2], [-0.2, 0.2, 0.0], [-0.1, -0.1, 0.1], [0.0, -0.1, -0.1], [0.1, -0.1, 0.1], [0.2, 0.0, 0.0], [0.1, 0.0, 0.0]]
}

***

{
  "formula": "C5H8O",
  "method": "ωB97M-V/def2-TZVPD",
  "e_above_lowest_kj_mol": 220.5,
  "homo_lumo_gap_ev": 9.5,
  "e_lumo_ev": 1.09,
  "elements": ["H", "H", "H", "H", "H", "C", "H", "H", "C", "C", "C", "O", "C", "H"],
  "coordinates": [[-1.41495, -1.49099, -1.38504], [1.42834, 1.31031, 1.39573], [-0.78400, 3.52713, -0.99899], [-0.88568, -2.21082, 0.98611], [-0.59734, 0.74853, -2.02543], [-0.65807, -0.99646, -0.78383], [-0.31935, 3.07220, -0.63719], [0.62714, -2.46077, 0.13583], [0.57351, -0.65235, 1.30514], [-0.09599, -1.68547, 0.43415], [0.92207, 0.53755, 0.82788], [0.66382, 0.96341, -0.45008], [-0.24622, 0.21239, -1.15037], [0.78673, -0.87464, 2.34609]],
  "atomic_forces_ev_per_a": [[0.1, 0.1, 0.0], [-0.1, -0.1, 0.0], [0.0, 0.0, 0.0], [0.1, 0.1, -0.1], [0.0, -0.1, 0.1], [0.0, 0.1, -0.1], [-0.1, 0.1, -0.1], [-0.1, 0.1, 0.1], [0.1, 0.2, 0.0], [0.0, 0.0, 0.0], [0.0, -0.2, 0.2], [0.0, -0.1, 0.0], [-0.2, -0.2, 0.0], [0.0, 0.0, -0.2]]
}

***

{
  "formula": "C5H8O",
  "method": "ωB97M-V/def2-TZVPD",
  "e_above_lowest_kj_mol": 334.7,
  "homo_lumo_gap_ev": 10.2,
  "e_lumo_ev": 1.06,
  "elements": ["H", "H", "H", "H", "C", "C", "O", "H", "C", "H", "H", "H", "C", "C"],
  "coordinates": [[-1.25735, -1.73340, 1.35894], [0.56695, 1.83831, 0.57045], [0.51771, -1.72715, 1.45426], [-0.37832, -0.57409, 2.44841], [-0.27211, -0.15590, 0.35304], [-0.38624, -1.09795, 1.48819], [-0.61108, -1.27150, -0.98710], [1.85507, 0.61894, 0.47222], [-0.87280, 0.06319, -0.97892], [0.29848, 1.76475, -1.84384], [-1.84794, 0.47757, -1.23602], [1.11284, 0.13734, -1.89092], [0.83673, 0.85000, 0.14241], [0.43806, 0.80991, -1.35112]],
  "atomic_forces_ev_per_a": [[0.0, 0.0, 0.3], [-0.2, -0.7, 0.0], [-0.3, 0.1, 0.1], [-0.2, 0.0, -0.1], [0.2, -0.7, 0.0], [-0.2, 0.0, 0.1], [1.1, 0.4, 0.9], [-0.1, -0.1, -0.3], [-0.2, 0.7, -0.1], [0.2, 0.2, -0.1], [-0.1, -0.3, -0.1], [-0.4, 0.3, -0.2], [0.2, -0.3, -0.2], [0.0, 0.4, -0.4]]
}

***

{
  "formula": "C5H8O",
  "method": "ωB97M-V/def2-TZVPD",
  "e_above_lowest_kj_mol": 440.2,
  "homo_lumo_gap_ev": 9.3,
  "e_lumo_ev": 0.86,
  "elements": ["H", "H", "O", "H", "H", "C", "C", "C", "H", "H", "H", "C", "C", "H"],
  "coordinates": [[0.96746, -0.07356, -1.78509], [1.40946, 1.50096, -0.40147], [-0.17692, 1.17960, 0.96814], [1.03004, -1.11945, 1.08045], [-1.15251, 1.24159, -0.85337], [-0.67281, 0.48946, -0.20864], [-1.65411, -0.63263, 0.09219], [1.49912, -0.39945, 0.41371], [2.54311, -0.62315, 0.18541], [-1.21181, -1.38102, 0.75860], [-2.55101, -0.22731, 0.57651], [1.21647, 1.05803, 0.74844], [0.71423, 0.11800, -0.73768], [-1.96072, -1.13107, -0.83719]],
  "atomic_forces_ev_per_a": [[0.1, 0.5, 0.4], [0.1, 0.4, 1.2], [-0.3, -0.4, 0.0], [0.1, 0.1, -0.1], [0.1, -0.1, 0.2], [0.1, 0.2, 0.1], [0.0, 0.0, 0.0], [-0.3, -0.3, -0.2], [-0.2, 0.1, 0.1], [-0.1, 0.2, -0.1], [0.2, -0.1, -0.1], [0.2, 0.3, -2.5], [-0.1, -1.0, 0.9], [0.1, 0.1, 0.1]]
}

***

{
  "formula": "C5H8O",
  "method": "ωB97M-V/def2-TZVPD",
  "e_above_lowest_kj_mol": 509.0,
  "homo_lumo_gap_ev": 8.6,
  "e_lumo_ev": 0.91,
  "elements": ["C", "C", "H", "O", "H", "H", "H", "C", "H", "C", "H", "C", "H", "H"],
  "coordinates": [[-0.79050, 1.05613, 0.15102], [1.66581, 0.03262, -0.13358], [-1.18619, 1.73973, 0.92544], [-0.49366, -0.96897, -0.82881], [1.83583, 0.51676, -1.08537], [0.37634, 0.00187, 1.65001], [1.23957, -2.01904, -0.79260], [-1.52254, -0.24251, -0.13262], [-1.87873, -0.69161, 0.81773], [0.80575, -1.22113, -0.14770], [-0.66883, 1.63311, -0.78131], [0.45729, 0.30427, 0.63589], [-2.37747, -0.18359, -0.81367], [2.53733, 0.04235, 0.53558]],
  "atomic_forces_ev_per_a": [[0.5, -0.6, 0.1], [-0.1, 0.6, -0.3], [0.1, -0.6, -0.2], [-0.7, -1.1, -1.8], [-0.1, 0.5, 0.0], [0.7, 0.7, 1.1], [-0.1, -0.3, 2.0], [0.1, -0.3, -0.4], [0.4, -0.2, -0.4], [-2.1, 2.0, -1.3], [0.3, -0.4, 0.4], [0.8, 0.3, 1.3], [0.2, 0.1, 0.0], [-0.1, -0.7, -0.5]]
}

***

{
  "formula": "C5H8O",
  "method": "ωB97M-V/def2-TZVPD",
  "e_above_lowest_kj_mol": 279.2,
  "homo_lumo_gap_ev": 10.3,
  "e_lumo_ev": 0.92,
  "elements": ["O", "C", "H", "C", "H", "H", "H", "C", "H", "H", "C", "H", "H", "C"],
  "coordinates": [[1.44035, -0.96781, 1.58164], [0.81116, -0.58041, -0.50409], [-0.88193, 1.93842, -0.83535], [-1.80578, -0.10279, -0.69864], [1.86259, 0.89099, 0.72238], [-2.02399, -0.18698, -1.75545], [0.47150, -0.84553, 1.47599], [-0.40352, -0.08225, -0.31105], [-1.51728, 1.54096, 0.83104], [2.89705, -0.46387, 0.19447], [-1.16071, 1.16371, -0.12475], [0.96092, -1.53199, -1.00907], [-2.52627, -0.59164, -0.04064], [1.87592, -0.18081, 0.47351]],
  "atomic_forces_ev_per_a": [[-0.1, 0.3, 0.7], [-0.3, 0.0, -0.1], [-0.1, 0.0, 0.2], [-0.2, -0.1, -0.3], [-0.1, -0.2, -0.1], [-0.2, 0.2, 0.0], [0.8, -0.5, 0.8], [0.2, 0.2, -0.7], [0.1, -0.2, -0.1], [-0.3, -0.1, 0.1], [0.0, 0.2, 0.1], [-0.1, 0.1, 0.1], [0.3, 0.0, -0.1], [0.0, 0.1, -0.3]]
}

***

{
  "formula": "C5H8O",
  "method": "ωB97M-V/def2-TZVPD",
  "e_above_lowest_kj_mol": 442.5,
  "homo_lumo_gap_ev": 9.6,
  "e_lumo_ev": 1.05,
  "elements": ["H", "H", "H", "H", "C", "C", "H", "C", "C", "O", "H", "C", "H", "H"],
  "coordinates": [[1.37256, 1.17179, 1.15835], [-1.62819, 0.52376, -1.22768], [-1.15545, 0.66897, 0.83274], [-1.67246, -1.64890, 0.11003], [0.67141, 0.67266, -0.88450], [-0.76157, 0.21305, -0.64326], [0.00691, -1.91765, -0.56767], [-0.69684, -1.22158, -0.11077], [1.13317, 0.29962, 0.54661], [-0.92918, 0.07399, 1.99962], [1.20164, 0.13161, -1.67890], [-0.23121, -0.27612, 0.92980], [1.93850, -0.43400, 0.62607], [0.75070, 1.74280, -1.09043]],
  "atomic_forces_ev_per_a": [[-0.1, -0.1, -0.1], [0.1, -0.1, 0.2], [-0.2, 0.2, -0.2], [0.2, 0.1, 0.0], [0.0, 0.1, -0.1], [-0.1, 0.1, -0.3], [0.0, 0.1, 0.0], [0.0, -0.1, 0.1], [0.1, 0.0, 0.2], [-0.1, 0.1, 0.1], [-0.2, 0.0, 0.1], [0.3, -0.2, 0.0], [-0.1, 0.1, 0.0], [0.0, -0.1, 0.1]]
}

***

{
  "formula": "C5H8O",
  "method": "ωB97M-V/def2-TZVPD",
  "e_above_lowest_kj_mol": 159.8,
  "homo_lumo_gap_ev": 9.9,
  "e_lumo_ev": 0.33,
  "elements": ["C", "H", "H", "H", "H", "C", "C", "H", "C", "C", "H", "H", "H", "O"],
  "coordinates": [[-2.17673, 0.10611, -0.05089], [-1.16093, -1.70433, -0.08107], [-2.02884, 1.20936, -0.35626], [1.39768, -1.99388, -0.60099], [1.61498, -1.44516, 1.08872], [0.55610, 1.33389, 0.07476], [0.26586, -0.15702, -0.07663], [0.35911, 1.66028, 1.18245], [1.49188, -1.03003, 0.02447], [-0.95571, -0.68901, -0.03197], [-0.13149, 1.91207, -0.67992], [1.65196, 1.52218, -0.32734], [2.40479, -0.39020, -0.26000], [-3.28866, -0.33425, 0.09465]],
  "atomic_forces_ev_per_a": [[0.1, 1.6, -1.0], [0.1, -2.0, 0.1], [-0.3, -1.1, 0.6], [0.3, 1.6, 0.7], [0.0, 0.9, -1.3], [0.0, 1.0, -1.3], [0.7, 0.1, 1.2], [0.6, -0.3, -2.2], [0.9, -1.1, -0.1], [-0.2, 1.7, -0.4], [1.2, -0.8, 1.8], [-2.2, -0.1, 1.3], [-1.2, -1.5, 0.4], [-0.1, -0.1, 0.2]]
}

***

{
  "formula": "C5H8O",
  "method": "ωB97M-V/def2-TZVPD",
  "e_above_lowest_kj_mol": 500.3,
  "homo_lumo_gap_ev": [7.8, 7.8],
  "e_lumo_ev": [0.39, 0.39],
  "elements": ["H", "C", "H", "H", "C", "H", "C", "H", "C", "H", "H", "O", "H", "C"],
  "coordinates": [[-1.27303, 0.43823, 0.67286], [0.23559, -0.01292, -1.13203], [-1.82793, 0.77867, -1.14635], [0.71193, -0.01064, -2.12167], [1.03919, -0.49715, 1.02309], [-0.88881, 0.82506, 1.32394], [0.52143, -1.06820, -0.11358], [-1.68802, -1.04702, -1.14356], [-1.22318, -0.09443, -0.91351], [1.22985, -0.97663, 1.97365], [0.29356, -2.11354, -0.27569], [0.69699, 1.19842, -0.44306], [1.21312, 1.70234, 1.47485], [0.95930, 0.87782, 0.82106]],
  "atomic_forces_ev_per_a": [[0.1, 0.0, 0.1], [0.0, -0.1, 0.0], [0.1, -0.1, 0.1], [-0.1, 0.0, 0.2], [-0.1, 0.0, -0.1], [0.0, 0.0, 0.0], [0.1, -0.1, 0.1], [0.1, 0.1, 0.0], [-0.1, 0.0, -0.2], [0.0, 0.1, -0.1], [0.0, 0.2, 0.0], [0.0, 0.1, 0.1], [-0.1, -0.1, -0.1], [0.1, 0.0, 0.0]]
}